# 1
This record from OMol25 describes a molecular structure, C36H47MgN5. The level of theory is ωB97M-V with the def2-TZVPD basis set.

Calculated values
Relative energy (zero: lowest compared OMol25 entry of this formula, charge and spin) (eV): 23.9857
Kohn-Sham gap (spin up / spin down) (eV): 2.84 / 2.84
HOMO (spin up / spin down) (eV): 0.4 / 0.4
Charge: -2
E_LUMO (spin up / spin down) (eV): 3.216 / 3.216

XYZ file:
```
89
Properties=species:S:1:pos:R:3:mulliken_charge:R:1
Mg 8.98 11.84 10.12 0.1912
C 7.74 10.69 13.17 -1.1502
C 8.58 9.43 12.72 -1.1948
C 10.12 9.55 12.89 1.1523
C 10.52 8.75 13.91 -0.9270
C 11.69 8.85 14.73 -0.6921
C 12.89 9.81 14.36 -1.1793
C 13.06 10.67 13.35 -0.5769
N 10.96 10.21 12.20 0.8885
N 8.22 11.91 12.61 1.2313
C 7.07 12.66 12.17 -1.8507
C 6.70 12.61 10.53 0.6654
C 6.16 11.30 10.28 -2.1128
C 6.45 10.72 9.07 -1.2279
C 6.89 11.30 7.76 2.2602
C 6.70 13.60 8.43 -1.7805
N 7.10 13.57 9.77 -0.2580
C 9.36 12.55 13.23 -2.3613
C 10.48 12.89 12.53 2.1305
C 11.54 13.68 13.11 -1.0270
C 12.32 14.60 12.40 -0.3184
C 12.24 14.61 11.04 -1.0094
C 11.24 13.54 10.45 -0.0426
N 10.40 12.94 11.17 0.0862
H 7.38 10.53 14.10 0.4213
H 6.81 10.81 12.64 0.5553
H 8.28 9.24 11.67 -0.0583
H 8.45 8.38 13.16 0.6307
H 9.45 8.90 14.82 0.1541
H 11.61 8.98 15.87 0.3173
H 13.75 10.03 15.08 0.2436
H 13.67 11.43 12.96 0.7579
H 7.01 13.71 12.55 0.3123
H 6.05 12.26 12.65 0.3950
H 18.51 9.19 12.38 -0.6889
H 5.98 9.75 9.00 0.6208
H 6.33 10.61 7.16 0.9206
H 7.09 14.62 8.03 0.0190
H 9.66 11.77 13.89 0.5370
H 8.83 13.40 13.93 0.2961
H 11.38 14.08 14.16 0.3416
H 13.02 14.75 13.33 0.2552
H 12.87 15.30 10.39 0.3277
H 11.20 13.35 9.41 0.5137
C 14.35 9.81 11.05 -2.3519
C 12.91 9.23 11.07 3.7832
C 12.33 9.58 9.71 -2.2406
C 12.58 7.78 11.47 -1.5212
C 12.42 10.20 11.99 -1.2960
H 14.46 9.85 10.02 0.6150
H 15.26 9.09 11.06 0.7460
H 14.84 10.69 11.70 0.0761
H 12.47 10.59 9.26 0.3195
H 11.31 9.30 9.34 0.2991
H 12.82 8.89 8.88 0.5039
H 13.18 7.31 10.67 0.5164
H 11.48 7.46 11.06 0.2067
H 12.83 6.94 12.34 0.2069
H 12.42 10.94 11.27 0.2810
C 3.76 13.15 8.65 -1.4918
C 4.62 12.64 7.43 0.2287
C 3.74 11.62 6.80 -1.3894
C 6.26 12.57 7.44 2.4387
C 6.76 13.04 6.03 -1.1209
C 7.73 12.51 5.25 -0.6672
C 8.44 11.19 5.17 -0.3855
C 8.98 10.75 6.28 -0.4135
C 9.74 9.35 6.45 0.4356
C 8.59 8.21 6.98 -0.7711
C 10.33 8.73 5.16 -2.1985
C 8.42 11.30 7.58 0.0175
N 9.40 11.58 8.33 -0.5902
H 4.46 12.85 9.52 0.2553
H 2.93 12.60 8.67 0.6772
H 3.51 14.20 8.56 0.2666
H 4.81 13.41 6.68 0.2882
H 3.71 10.45 7.44 0.1575
H 4.54 11.39 6.04 0.3126
H 2.92 12.01 6.28 0.5013
H 6.35 14.04 5.95 0.4047
H 8.11 13.28 4.52 0.1542
H 8.77 10.86 4.16 0.3264
H 10.54 9.51 6.98 0.3998
H 7.79 8.76 6.29 0.2271
H 8.09 8.48 8.19 0.0662
H 8.85 7.29 6.50 0.5368
H 9.51 8.42 4.51 0.4182
H 10.58 7.83 5.66 0.6028
H 11.06 9.31 4.69 0.3996
```

---

# 2
This record from OMol25 describes a molecular structure, C36H47N4OP2PdS2Si2. The level of theory is ωB97M-V with the def2-TZVPD basis set.

Calculated values
Relative energy (zero: lowest compared OMol25 entry of this formula, charge and spin) (eV): 0.4577
2S+1: 5
Kohn-Sham gap (spin up / spin down) (eV): 8.35 / 6.66
HOMO (spin up / spin down) (eV): -10.1 / -10.8
Charge: +1
E_LUMO (spin up / spin down) (eV): -1.739 / -4.166

XYZ file:
```
95
Properties=species:S:1:pos:R:3:mulliken_charge:R:1
Pd 0.14 -1.57 0.27 0.7950
C 3.62 -1.80 1.67 -0.8105
Si 3.50 -1.59 -0.20 0.3785
C 3.56 -3.23 -1.08 -0.7594
C 4.98 -0.58 -0.78 -1.1756
N 2.02 -0.76 -0.63 -0.0172
P 1.76 0.81 -0.58 2.6985
C 0.13 1.01 -0.02 -2.3919
P -1.59 0.97 -0.27 2.5060
N -1.88 -0.58 -0.27 0.4557
Si -3.31 -1.51 -0.65 -0.1253
C -4.84 -0.52 -0.18 -1.2103
C -3.46 -1.87 -2.48 -1.0094
C -3.27 -3.09 0.36 -0.8102
C -1.80 1.81 -1.85 0.9337
C -2.04 3.18 -1.96 -0.6298
C -2.06 3.78 -3.22 -0.8012
C -1.81 3.02 -4.35 -0.6771
C -1.55 1.66 -4.24 -0.8892
C -1.55 1.06 -3.00 -0.7510
C -2.34 1.98 1.01 0.2436
C -1.65 2.16 2.21 -0.4550
C -2.23 2.89 3.24 -0.9344
C -3.49 3.44 3.07 -0.6296
C -4.18 3.26 1.88 -0.9225
C -3.61 2.53 0.85 -0.1772
C 2.75 1.77 0.58 0.4109
C 3.75 2.64 0.15 -0.5274
C 4.53 3.30 1.09 -0.7182
C 4.31 3.09 2.44 -0.5892
C 3.32 2.22 2.87 -1.2066
C 2.54 1.56 1.94 -0.3327
C 1.85 1.61 -2.19 0.2003
C 1.47 2.95 -2.35 -0.3689
C 1.50 3.52 -3.61 -0.7724
C 1.89 2.76 -4.71 -0.6439
C 2.25 1.43 -4.55 -0.6671
C 2.23 0.85 -3.29 -0.6494
H 4.04 -2.78 1.93 0.4155
H 2.65 -1.72 2.16 -0.0886
H 4.27 -1.03 2.10 0.3202
H 4.37 -3.84 -0.67 0.3707
H 3.75 -3.08 -2.15 0.2539
H 2.63 -3.78 -0.98 0.0301
H 5.86 -1.25 -0.83 0.4341
H 5.23 0.23 -0.10 0.2905
H 4.84 -0.16 -1.78 0.3354
H -5.00 0.34 -0.84 0.2819
H -4.80 -0.17 0.86 0.3040
H -5.72 -1.17 -0.28 0.4258
H -3.67 -0.95 -3.04 0.2654
H -4.30 -2.55 -2.64 0.4446
H -2.57 -2.34 -2.91 0.2700
H -4.04 -3.05 1.15 0.3876
H -2.31 -3.25 0.85 0.0146
H -3.48 -3.96 -0.26 0.3482
H -2.21 3.79 -1.08 0.4870
H -2.26 4.84 -3.30 0.4376
H -1.83 3.49 -5.33 0.4556
H -1.35 1.07 -5.13 0.4613
H -1.34 0.00 -2.90 0.5026
H -0.67 1.72 2.34 0.3367
H -1.69 3.04 4.16 0.5006
H -3.94 4.02 3.87 0.4154
H -5.17 3.69 1.75 0.4405
H -4.15 2.40 -0.08 0.5725
H 3.93 2.79 -0.91 0.4785
H 5.31 3.98 0.76 0.4543
H 4.93 3.61 3.17 0.4039
H 3.16 2.06 3.93 0.4780
H 1.77 0.86 2.27 0.5029
H 1.16 3.53 -1.49 0.4792
H 1.21 4.56 -3.74 0.4456
H 1.91 3.22 -5.69 0.4371
H 2.56 0.84 -5.41 0.4457
H 2.48 -0.20 -3.16 0.3997
C -0.44 -6.16 -1.85 -0.7519
O -0.05 -5.68 -0.55 -0.3342
C 0.10 -4.39 -0.37 0.4891
S 0.53 -3.86 1.19 -0.2967
S -0.16 -3.23 -1.57 -0.3584
H -0.48 -7.24 -1.76 0.2572
H 0.30 -5.86 -2.60 0.3530
H -1.41 -5.76 -2.12 0.3254
C -0.05 -2.91 5.41 -0.9223
N -0.80 -1.82 4.79 0.0706
C -1.89 -1.19 5.55 -0.9446
C -0.44 -1.34 3.63 -0.0058
N -0.15 -0.92 2.58 0.0383
H 0.48 -2.56 6.30 0.3304
H 0.67 -3.31 4.70 0.2660
H -0.73 -3.71 5.70 0.3350
H -1.49 -0.70 6.44 0.3285
H -2.61 -1.94 5.85 0.3403
H -2.38 -0.45 4.93 0.2723
```

---

# 3
This record from OMol25 describes a molecular structure, C36H48AsCrN4O6Se2. The level of theory is ωB97M-V with the def2-TZVPD basis set.

Calculated values
2S+1: 2
Kohn-Sham gap (spin up / spin down) (eV): 6.55 / 7.93
HOMO (spin up / spin down) (eV): -7.8 / -7.8
E_LUMO (spin up / spin down) (eV): -1.290 / 0.089

XYZ file:
```
98
Properties=species:S:1:pos:R:3:mulliken_charge:R:1
Cr 0.65 1.21 1.34 0.0534
C -0.05 -2.11 3.18 -1.0549
Se 0.73 -0.35 3.45 0.6291
C -0.53 -0.13 5.03 -0.9221
C -0.43 1.07 5.95 -1.0359
Se -0.67 2.77 5.04 0.2081
C -0.58 3.91 6.62 -1.0029
H -1.07 -2.00 2.81 0.2539
H -0.04 -2.64 4.13 0.6168
H 0.57 -2.63 2.46 0.1435
H -0.29 -1.02 5.63 0.4657
H -1.53 -0.23 4.62 0.3669
H 0.55 1.10 6.43 0.4506
H -1.20 0.99 6.72 0.4561
H 0.30 3.66 7.21 0.2958
H -1.49 3.80 7.21 0.3015
H -0.50 4.92 6.24 0.3010
C 5.28 0.48 2.53 -1.0367
C 5.39 -0.83 1.76 -1.4110
C 4.47 -0.87 0.51 2.6441
C 4.65 -2.20 -0.25 -1.5971
C 3.76 -2.29 -1.48 -1.0775
C 4.89 0.27 -0.40 -0.4313
O 5.97 0.34 -0.92 -0.6386
N 3.94 1.26 -0.61 0.1931
C 2.68 1.25 -0.09 0.3510
O 1.92 2.22 -0.22 -0.6606
N 2.21 0.20 0.60 1.5761
C 3.04 -0.81 1.02 -1.4475
O 2.63 -1.66 1.78 -0.6621
H 5.85 0.42 3.46 0.4989
H 4.24 0.70 2.79 0.0839
H 5.67 1.31 1.95 0.2824
H 5.09 -1.66 2.40 0.4743
H 6.42 -0.99 1.43 0.4934
H 4.41 -3.01 0.45 0.4813
H 5.70 -2.29 -0.54 0.4416
H 2.71 -2.15 -1.22 0.1244
H 3.86 -3.26 -1.96 0.6140
H 4.03 -1.52 -2.21 0.2519
H 4.22 2.07 -1.15 0.3347
C 0.38 -5.00 -4.38 -1.7418
C 0.30 -3.69 -3.63 0.5827
C 0.43 -2.47 -4.28 -1.2477
C 0.26 -1.27 -3.60 0.7253
C 0.46 0.02 -4.34 -1.7283
C -0.08 -1.28 -2.23 0.5224
As -0.27 0.56 -1.47 1.8885
N -0.75 0.43 0.31 1.1641
C -2.03 0.16 0.77 0.4661
C -2.45 0.61 2.04 -0.8938
C -3.69 0.29 2.54 -0.6590
C -4.59 -0.47 1.79 -0.9700
C -4.20 -0.91 0.54 -0.9767
C -2.95 -0.61 0.03 -0.1163
C -1.98 1.26 -2.29 0.1348
C -2.14 2.64 -2.06 -0.1178
C -1.11 3.47 -1.33 -1.7920
C -3.28 3.31 -2.50 -1.0184
C -4.28 2.66 -3.21 0.5367
C -5.51 3.39 -3.67 -1.5598
C -4.09 1.32 -3.48 -1.0707
C -2.98 0.61 -3.05 1.8944
C -2.93 -0.84 -3.48 -1.8755
C -0.08 -2.50 -1.55 0.4065
C -0.20 -2.60 -0.05 -1.1872
C 0.10 -3.68 -2.26 -0.9709
H 0.65 -4.84 -5.42 0.3967
H -0.59 -5.50 -4.35 0.3169
H 1.11 -5.66 -3.92 0.3639
H 0.67 -2.45 -5.34 0.3161
H 0.69 -0.15 -5.39 0.4830
H 1.28 0.58 -3.89 0.2763
H -0.43 0.66 -4.27 0.2336
H -1.79 1.26 2.60 0.3827
H -3.98 0.66 3.51 0.5198
H -5.56 -0.71 2.19 0.3993
H -4.88 -1.51 -0.07 0.4757
H -2.65 -0.97 -0.94 0.5946
H -0.10 3.25 -1.69 0.3505
H -1.13 3.27 -0.26 0.1427
H -1.30 4.53 -1.48 0.4979
H -3.38 4.37 -2.29 0.3493
H -5.53 4.41 -3.29 0.3677
H -6.41 2.87 -3.34 0.3432
H -5.54 3.44 -4.76 0.3194
H -4.85 0.79 -4.06 0.4640
H -3.94 -1.25 -3.51 0.5295
H -2.33 -1.46 -2.83 0.0313
H -2.52 -0.91 -4.48 0.4026
H 0.38 -1.81 0.43 -0.4789
H 0.18 -3.56 0.29 0.7987
H -1.23 -2.51 0.28 0.4116
H 0.08 -4.63 -1.73 0.4151
O 1.77 2.49 2.46 -0.3444
N 0.83 3.32 2.33 1.0256
O 0.95 4.50 2.54 -0.6929
O -0.23 2.84 1.82 -0.4963
```

---

# 4
This record from OMol25 describes a molecular structure, C36H48BN10OS3Sc. The level of theory is ωB97M-V with the def2-TZVPD basis set.

Calculated values
Relative energy (zero: lowest compared OMol25 entry of this formula, charge and spin) (eV): 5.0624
Kohn-Sham gap (eV): 3.84
HOMO (eV): 0.2
Charge: -2
E_LUMO (eV): 4.066

XYZ file:
```
100
Properties=species:S:1:pos:R:3:mulliken_charge:R:1
Sc -0.80 -1.30 -0.24 -0.6076
C -1.38 0.98 -3.23 -1.5088
C -1.24 2.41 -2.87 2.2077
C -1.15 3.20 -4.16 -2.4725
C -2.32 3.13 -1.99 -1.3255
N 0.10 2.58 -2.16 0.6755
C 1.07 3.47 -2.53 -0.4072
C 2.03 3.45 -1.57 -1.2472
N 1.56 2.69 -0.53 0.7811
B 2.42 2.73 0.82 0.4879
N 1.53 2.71 2.11 0.3012
C 0.71 3.82 2.30 -1.6257
C -0.33 3.51 3.02 -0.0657
N -0.24 2.11 3.28 0.7886
C 0.94 1.67 2.74 -0.1592
S 1.55 0.11 2.91 -0.1656
C -1.15 1.42 4.24 1.5473
C -1.75 0.15 3.62 -1.0041
C -0.50 1.14 5.63 -1.7448
C -2.28 2.34 4.46 -2.3971
N 3.59 1.64 0.96 0.1017
C 4.42 1.73 2.03 -0.9166
C 5.31 0.68 1.97 -0.2988
N 4.94 -0.09 0.84 0.3470
C 3.94 0.56 0.20 0.0381
S 3.16 0.00 -1.21 -0.2970
C 5.41 -1.44 0.50 1.6649
C 6.18 -1.38 -0.81 -1.5464
C 6.33 -1.86 1.59 -2.3178
C 4.35 -2.45 0.47 -1.6422
C 0.36 2.12 -0.86 -0.9447
S -0.68 1.29 0.12 0.1531
H -2.07 0.77 -4.07 0.4046
H -1.72 0.55 -2.36 -0.0736
H -0.39 0.61 -3.45 0.3822
H -1.98 2.94 -4.76 0.5664
H -0.24 2.85 -4.72 0.4721
H -1.00 4.26 -3.96 0.5291
H -3.03 3.64 -2.68 0.3922
H -1.97 3.88 -1.33 0.2720
H -2.91 2.47 -1.33 0.0329
H 1.13 4.00 -3.48 0.4219
H 2.83 4.15 -1.45 0.4442
H 2.98 3.81 0.77 -0.3088
H 0.99 4.79 1.92 0.5088
H -1.09 4.11 3.46 0.6261
H -0.98 -0.34 2.97 -0.1245
H -2.63 0.39 3.04 0.3876
H -2.05 -0.67 4.38 0.2892
H 0.44 0.67 5.59 0.3852
H -1.16 0.40 6.19 0.3693
H -0.49 2.07 6.19 0.3726
H -2.74 2.67 3.55 0.5379
H -1.98 3.21 5.05 0.5320
H -3.08 1.82 5.08 0.3399
H 4.28 2.49 2.83 0.3672
H 6.01 0.33 2.71 0.3556
H 7.26 -1.11 -0.62 0.3371
H 5.55 -0.87 -1.56 0.3316
H 6.25 -2.42 -1.16 0.4147
H 7.10 -1.12 1.88 0.4986
H 6.82 -2.72 1.19 0.5530
H 5.71 -2.08 2.50 0.3878
H 3.64 -2.48 -0.42 0.2009
H 3.65 -2.40 1.31 0.3321
H 4.88 -3.38 0.46 0.5760
N -2.87 -4.44 -2.44 -0.4876
C -3.20 -4.86 -1.05 -0.8608
C -2.88 -3.89 -0.25 -0.7727
N -2.31 -2.79 -0.92 1.9946
C -2.01 -3.33 -2.19 -0.3509
C -0.81 -3.12 -2.81 -0.5362
N 0.05 -2.18 -2.29 0.7651
C 1.04 -1.93 -3.20 -0.4063
C 0.82 -2.65 -4.33 -1.1430
N -0.35 -3.46 -4.07 -0.2567
H -2.29 -5.11 -2.89 0.4022
H -3.71 -5.84 -0.83 0.3177
H -3.12 -3.83 0.74 0.5554
H 1.81 -1.16 -3.05 0.3675
H 1.40 -2.86 -5.22 0.4116
H -1.00 -3.53 -4.87 0.2450
C -2.90 -1.44 -0.52 -0.4927
C -4.10 -0.97 -1.11 0.8641
C -4.55 0.34 -0.79 -0.1666
C -5.59 1.03 -1.43 -0.5862
C -6.22 0.35 -2.48 -0.6055
C -5.81 -0.91 -2.84 -0.5822
C -4.84 -1.63 -2.18 -0.4206
H -3.99 0.89 -0.06 0.3955
H -5.85 2.05 -1.30 0.4222
H -6.97 0.88 -3.01 0.3773
H -6.33 -1.47 -3.70 0.2205
H -4.43 -2.59 -2.52 0.1938
C -0.52 -3.98 3.03 -1.2163
C -0.09 -3.55 1.62 -0.4204
O -0.45 -2.33 1.50 0.5029
H -1.62 -4.07 2.95 0.2447
H -0.36 -3.19 3.81 0.1188
H -0.01 -4.83 3.34 0.3919
```

---

# 5
This record from OMol25 describes 8 unconnected molecules or ions with the total composition C36H48Cl6N4O2. The level of theory is ωB97M-V with the def2-TZVPD basis set.

Calculated values
Relative energy (zero: lowest compared OMol25 entry of this formula, charge and spin) (eV): 0.3282
Kohn-Sham gap (eV): 8.82
HOMO (eV): -10.2
E_LUMO (eV): -1.331

XYZ file:
```
96
Properties=species:S:1:pos:R:3:mulliken_charge:R:1
Cl -2.15 0.94 -4.12 -0.1347
C -1.02 0.44 -5.40 -0.5070
C -0.01 -0.53 -4.83 0.4167
Cl 0.89 -1.44 -6.07 -0.2270
H -0.52 1.38 -5.65 0.2161
H -1.50 0.01 -6.27 0.4314
H -0.54 -1.26 -4.22 0.2342
H 0.73 -0.07 -4.17 -0.4526
Cl 1.32 -1.35 -1.63 -0.1266
C 0.23 -1.78 -0.26 0.4986
C 1.07 -2.36 0.85 -0.6284
Cl 0.00 -2.92 2.14 -0.2203
H -0.43 -2.51 -0.73 0.4793
H -0.33 -0.89 0.02 -0.8009
H 1.89 -1.77 1.26 0.1530
H 1.54 -3.27 0.45 0.6109
Cl -2.87 -5.01 6.34 -0.2132
C -1.32 -4.12 6.42 -0.4827
C -1.33 -3.02 5.40 -0.4088
Cl 0.26 -2.20 5.38 -0.1517
H -0.52 -4.85 6.33 0.3132
H -1.31 -3.77 7.45 0.3964
H -2.02 -2.21 5.58 0.4066
H -1.55 -3.44 4.42 0.1401
C -6.67 0.92 -2.41 -1.3839
C -5.21 0.46 -2.46 0.1090
C -5.01 -0.85 -1.71 -0.5982
C -3.61 -1.31 -1.69 0.0829
N -2.50 -1.60 -1.63 -0.3135
H -7.28 0.36 -3.12 0.3428
H -6.77 1.97 -2.67 0.3670
H -7.12 0.71 -1.44 0.3279
H -4.53 1.16 -1.97 0.2006
H -4.92 0.38 -3.51 0.2051
H -5.57 -1.63 -2.23 0.3097
H -5.49 -0.87 -0.73 0.3570
C 4.33 0.57 -2.99 -1.1091
C 4.11 1.95 -2.35 -0.2517
C 3.19 1.87 -1.14 1.8412
C 3.76 1.18 0.03 -0.1114
N 4.19 0.64 0.95 -0.6073
H 4.68 -0.15 -2.25 0.3453
H 5.03 0.57 -3.82 0.4078
H 3.37 0.15 -3.30 0.1105
H 3.69 2.58 -3.13 -0.0824
H 5.11 2.28 -2.07 0.4454
H 2.38 1.19 -1.40 -0.9840
H 2.87 2.82 -0.72 0.0580
C 0.14 0.81 3.34 -0.8815
C 1.26 1.83 3.17 0.7412
C 2.60 1.30 3.64 -0.1337
C 2.64 1.08 5.09 -0.0873
N 2.74 0.90 6.22 -0.4991
H 0.29 -0.14 2.84 0.0024
H -0.82 1.24 3.03 0.2116
H 0.00 0.59 4.41 0.4057
H 0.99 2.73 3.73 0.2999
H 1.28 2.08 2.11 -0.5686
H 3.43 2.00 3.50 0.4201
H 2.81 0.39 3.08 0.0971
C -1.34 -8.42 2.82 -1.2995
C -0.65 -7.35 3.67 -0.4952
C -0.56 -5.98 2.99 0.1733
C 0.30 -6.13 1.80 0.2270
N 0.94 -6.32 0.86 -0.5317
H -2.20 -8.09 2.24 0.3148
H -1.69 -9.20 3.49 0.3908
H -0.65 -8.93 2.14 0.3354
H 0.22 -7.77 4.16 0.3873
H -1.35 -7.16 4.51 0.1992
H -0.12 -5.25 3.67 0.0365
H -1.53 -5.61 2.69 0.3333
C 2.56 5.57 -4.67 -0.7149
C 2.67 6.64 -3.81 -0.5402
C 2.03 6.65 -2.57 -0.7260
C 1.40 5.48 -2.16 0.2385
C 1.37 4.36 -3.00 0.5584
C 1.91 4.41 -4.27 -0.6399
C 0.83 3.05 -2.53 0.3201
O 0.94 2.04 -3.17 -0.3951
C 0.15 3.04 -1.18 0.1280
C -0.41 1.85 -0.73 0.1350
C -1.00 1.77 0.53 -1.2417
C -0.97 2.90 1.34 -0.9436
C -0.46 4.10 0.87 -0.6199
C 0.11 4.17 -0.39 0.6303
C 0.66 5.48 -0.86 0.1648
O 0.53 6.50 -0.22 -0.6433
H 2.98 5.69 -5.66 0.4060
H 3.18 7.57 -4.07 0.3847
H 2.01 7.54 -1.96 0.5004
H 1.83 3.61 -4.99 0.4426
H -0.36 1.00 -1.40 0.6785
H -1.47 0.84 0.81 0.5862
H -1.31 2.82 2.36 0.6742
H -0.45 4.95 1.53 0.5264
```

---

| no. | total energy (Ha) |
| --- | --- |
| 1 | -1872.80427 |
| 2 | -3880.04472 |
| 3 | -10154.12638 |
| 4 | -4003.52328 |
| 5 | -4531.22060 |